Record 1
ORCA calculation (wB97M-V/def2-TZVPD) on C25H28N3O2STeV as an isolated structure in a non-equilibrium geometry.

The geometry in ORCA input format:
```
! RIJCOSX wB97M-V def2-TZVPD def2/J DEFGRID3
* xyz 0 3
V -0.063 0.384 -0.091
C -0.286 -1.375 -2.795
N 0.055 -0.004 -2.407
C 1.451 0.265 -2.800
C 2.527 -0.699 -2.282
C 2.571 -0.839 -0.742
N 1.915 0.279 -0.129
C 2.647 1.205 0.383
C 2.153 2.474 0.810
C 2.955 3.334 1.571
C 2.544 4.606 1.891
C 1.296 5.046 1.451
C 0.487 4.234 0.692
C 0.886 2.927 0.335
O 0.153 2.207 -0.439
C -0.811 0.923 -3.168
C -1.900 1.635 -2.363
C -2.692 0.724 -1.427
N -2.014 0.541 -0.164
C -2.772 0.530 0.885
C -2.355 0.282 2.220
C -3.322 0.046 3.211
C -2.970 -0.264 4.499
C -1.621 -0.337 4.853
C -0.649 -0.071 3.921
C -0.977 0.255 2.587
O -0.042 0.461 1.723
H -0.130 -1.525 -3.875
H -1.327 -1.597 -2.563
H 0.325 -2.092 -2.254
H 1.691 1.274 -2.447
H 1.520 0.256 -3.902
H 3.478 -0.284 -2.626
H 2.426 -1.687 -2.733
H 3.622 -0.919 -0.420
H 2.047 -1.755 -0.432
H 3.734 1.071 0.457
H 3.908 2.960 1.918
H 3.177 5.263 2.470
H 0.957 6.040 1.707
H -0.480 4.581 0.353
H -1.281 0.373 -3.995
H -0.194 1.711 -3.611
H -2.580 2.107 -3.076
H -1.446 2.425 -1.763
H -2.851 -0.257 -1.897
H -3.687 1.168 -1.263
H -3.855 0.657 0.759
H -4.367 0.085 2.934
H -3.732 -0.448 5.240
H -1.343 -0.615 5.859
H 0.401 -0.116 4.174
Te -0.439 -2.124 0.848
C -0.131 -4.039 -0.009
C 0.501 -5.058 0.640
C 0.453 -6.294 -0.033
C -0.223 -6.217 -1.205
S -0.809 -4.623 -1.498
H 0.985 -4.903 1.587
H 0.899 -7.196 0.347
H -0.418 -6.990 -1.920
*
```

## Properties
HOMO level (alpha / beta) = -6.4 / -6.5 eV
DFT total energy = -78762.030 eV
⟨S²⟩ = 2.0193
Frontier orbital gap (alpha / beta) = 0.2431 / 0.2362 hartree



Record 2
ORCA calculation (wB97M-V/def2-TZVPD) on one molecule with the formula C5H12N2 in a non-equilibrium geometry.

The geometry in ORCA input format:
```
! RIJCOSX wB97M-V def2-TZVPD def2/J DEFGRID3
* xyz 0 1
C -0.275 1.816 -1.827
C -0.238 0.515 -0.951
C 0.940 0.501 -0.022
C 0.754 -0.878 0.832
C -0.485 -0.876 2.780
N -0.490 -0.720 1.508
N -0.467 -0.706 -1.786
H -0.570 2.726 -1.302
H -0.896 1.591 -2.711
H 0.769 1.995 -2.194
H -1.058 0.721 -0.325
H 1.895 0.562 -0.587
H 0.871 1.332 0.618
H 0.876 -1.641 0.031
H 1.698 -0.916 1.392
H -1.312 -0.393 3.350
H 0.441 -1.353 3.233
H 0.616 -0.975 -1.886
H -0.510 -0.336 -2.746
*
```

## Properties
Relative energy (zero: lowest compared OMol25 entry of this formula, charge and spin) = 58.9 kcal/mol
Structure (SMILES) = C=NCC[C@@H](C)N
HOMO level = -9.5 eV
DFT total energy = -8357.583 eV
Frontier orbital gap = 0.3902 hartree



Record 3
ORCA calculation (wB97M-V/def2-TZVPD) on one molecule with the formula C24H43F9N3O5PS in a non-equilibrium geometry.

The geometry in ORCA input format:
```
! RIJCOSX wB97M-V def2-TZVPD def2/J DEFGRID3
* xyz 0 1
C -4.198 3.107 0.844
C -3.408 3.220 -0.278
C -3.541 2.386 -1.510
C -2.854 1.000 -1.323
C -3.608 0.263 -0.238
C -4.930 0.038 -0.347
C -2.930 0.322 -2.725
O -3.502 -0.979 -2.713
C -2.866 -1.803 -3.662
O -1.496 1.318 -1.059
C -0.796 0.505 -0.157
C -0.686 -0.972 -0.550
C -0.860 -1.897 0.686
C -0.127 -3.208 0.416
C -0.168 -4.153 1.585
O -0.568 -3.872 2.687
O 0.246 -5.429 1.279
C 1.477 -5.828 1.915
C 2.522 -4.732 2.077
C 0.636 1.125 -0.124
C 1.600 0.365 0.789
C 1.257 0.498 2.288
C 2.044 -0.485 3.147
F 1.415 -1.674 3.309
F 3.205 -0.794 2.470
C 2.576 0.070 4.497
F 3.467 1.055 4.234
F 3.267 -0.915 5.109
S 1.294 0.754 5.701
F 1.428 -0.510 6.645
F 2.478 1.430 6.529
F 1.165 2.075 4.833
F 0.103 0.057 4.943
F 0.262 1.376 6.715
N 1.099 1.176 -1.529
N 2.341 0.502 -1.771
C 3.057 1.122 -2.898
C 2.613 0.604 -4.266
C 1.239 1.108 -4.735
C 1.071 2.626 -4.692
P 0.495 2.946 0.348
N 2.143 3.343 0.624
O -0.357 3.018 1.786
H -3.777 2.749 1.783
H -5.242 3.407 0.872
H -2.638 3.990 -0.298
H -4.576 2.269 -1.835
H -3.017 2.900 -2.322
H -3.149 -0.076 0.683
H -5.380 -0.337 -1.260
H -5.605 0.172 0.490
H -1.897 0.234 -3.071
H -3.421 0.974 -3.451
H -3.428 -2.726 -3.766
H -2.782 -1.321 -4.639
H -1.854 -2.076 -3.342
H -1.160 0.586 0.870
H -1.449 -1.290 -1.258
H 0.284 -1.219 -0.976
H -0.508 -1.427 1.599
H -1.925 -2.096 0.801
H -0.647 -3.707 -0.403
H 0.898 -2.994 0.119
H 1.223 -6.290 2.867
H 1.893 -6.606 1.281
H 3.502 -5.207 2.042
H 2.456 -4.257 3.050
H 2.513 -3.999 1.277
H 2.581 0.816 0.681
H 1.749 -0.673 0.502
H 0.193 0.418 2.476
H 1.607 1.482 2.580
H 1.164 2.149 -1.801
H 2.147 -0.441 -2.089
H 3.042 2.207 -2.825
H 4.097 0.811 -2.779
H 2.555 -0.485 -4.235
H 3.353 0.893 -5.013
H 1.151 0.814 -5.784
H 0.434 0.593 -4.214
H 1.942 3.115 -5.122
H 0.844 2.980 -3.690
H 0.221 2.897 -5.318
H 2.577 2.845 1.399
H 2.232 4.338 0.779
H 0.193 3.431 2.460
*
```

## Properties
Structure (SMILES) = C=CC[C@@](C=C)(COC)O[C@@H](CCCC(=O)OCC)[C@@](CCC(F)(F)C(F)(F)S(F)(F)(F)(F)F)(NNCCCC)P(N)O
HOMO level = -7.3 eV
DFT total energy = -84866.847 eV
Frontier orbital gap = 0.2788 hartree